## P
The following is a quantum chemistry calculation of 3 unconnected molecules or ions with the total composition C2H12N2O2, from the Open Molecules 2025 dataset.

The geometry in XYZ format:
```
18
Properties=species:S:1:pos:R:3
N -0.03 -2.05 1.15
C -0.39 -2.46 -0.24
C -1.67 -1.71 -0.59
N -1.59 -0.21 -0.33
H 0.37 -2.83 1.66
H 0.69 -1.35 1.00
H -0.52 -3.52 -0.42
H 0.45 -2.08 -0.83
H -1.91 -1.87 -1.64
H -2.48 -2.11 0.04
H -2.55 0.08 -0.54
H -1.60 -0.22 0.70
O 1.95 0.12 0.36
H 2.36 -0.41 -0.33
H 1.31 0.59 -0.20
O 1.80 6.89 -0.18
H 1.93 5.97 -0.35
H 1.87 7.16 0.73
```

The value obtained for the molecular weight is 96.13 Da. As for the SMILES: NCCN.O.O. Its highest occupied orbital energy is -9.23 eV. As for the spin multiplicity: 1.

Atomic partial charges in e from the Mulliken method, atoms 1 to 4: N -0.612; C -0.425; C -0.542; N -0.659

## Q
The following is a quantum chemistry calculation of 3 unconnected molecules or ions with the total composition C2H12N2O2, from the Open Molecules 2025 dataset.

The geometry in XYZ format:
```
18
Properties=species:S:1:pos:R:3
N 0.49 2.22 -2.79
C 1.05 1.55 -1.61
C 0.26 1.91 -0.35
N -1.00 1.16 -0.31
H 1.26 2.29 -3.45
H -0.22 1.63 -3.23
H 2.08 1.86 -1.40
H 1.13 0.46 -1.69
H 0.92 1.64 0.49
H 0.26 2.99 -0.21
H -1.59 1.49 0.44
H -0.80 0.19 -0.13
O -2.64 -4.19 -1.41
H -3.38 -3.55 -1.30
H -2.92 -4.84 -0.77
O 1.64 -2.09 5.59
H 2.25 -2.82 5.73
H 1.21 -1.90 6.40
```

The value obtained for the molecular weight is 96.13 Da. As for the SMILES: NCCN.O.O. Its highest occupied orbital energy is -8.96 eV. As for the spin multiplicity: 1.

Atomic partial charges in e from the Mulliken method, atoms 1 to 4: N -0.636; C -0.542; C -0.429; N -0.643

## R
The following is a quantum chemistry calculation of 3 unconnected molecules or ions with the total composition C2H12N2O2, from the Open Molecules 2025 dataset.

The geometry in XYZ format:
```
18
Properties=species:S:1:pos:R:3
C 1.79 1.44 -0.47
N 1.36 0.50 0.56
C 0.74 1.14 1.77
N 0.23 2.47 1.60
H 2.60 1.01 -1.07
H 2.28 2.34 -0.06
H 0.97 1.68 -1.14
H 2.17 0.00 0.88
H -0.08 0.49 2.05
H 1.45 1.12 2.59
H -0.35 2.63 0.79
H 0.98 3.14 1.53
O -1.19 -0.59 -4.40
H -1.05 0.33 -4.61
H -0.40 -1.11 -4.33
O -4.02 -5.54 1.78
H -3.92 -6.27 1.15
H -3.56 -4.81 1.38
```

The value obtained for the molecular weight is 96.13 Da. As for the SMILES: CNCN.O.O. Its highest occupied orbital energy is -8.82 eV. As for the spin multiplicity: 1.

Atomic partial charges in e from the Mulliken method, atoms 1 to 4: C -0.861; N -0.386; C -0.325; N -0.600

Q: Which of them is the most stable? A: P.

## P
The following is a quantum chemistry calculation of 2 unconnected molecules or ions with the total composition C6H15N3, from the Open Molecules 2025 dataset.

The geometry in XYZ format:
```
24
Properties=species:S:1:pos:R:3
C -2.40 -1.18 -1.16
C -1.62 -0.11 -1.08
C -1.29 0.63 0.30
C -1.25 0.00 1.49
N -1.57 1.99 0.19
H -2.62 -1.68 -2.09
H -2.84 -1.61 -0.27
H -1.22 0.36 -1.98
H -0.99 -1.04 1.59
H -1.46 0.53 2.41
H -2.16 2.24 -0.59
H -1.82 2.46 1.05
C 2.87 -0.34 0.64
C 1.76 -0.25 -0.41
N 1.06 -1.50 -0.46
N 0.88 0.92 -0.17
H 3.52 -1.19 0.41
H 2.44 -0.49 1.63
H 3.47 0.57 0.65
H 2.21 -0.10 -1.40
H 0.62 -1.69 0.44
H 0.31 -1.46 -1.13
H 0.98 1.28 0.77
H 1.10 1.67 -0.83
```

The value obtained for the molecular weight is 129.21 Da. As for the SMILES: C=CC(=C)N.CC(N)N. Its highest occupied orbital energy is -7.56 eV. As for the spin multiplicity: 1.

Atomic partial charges in e from the Mulliken method, atoms 1 to 4: C -0.569; C -0.920; C 1.110; C -1.040

## Q
The following is a quantum chemistry calculation of a single C6H15N3 molecule, from the Open Molecules 2025 dataset.

The geometry in XYZ format:
```
24
Properties=species:S:1:pos:R:3
C -1.79 -2.22 -0.16
N -1.32 -1.07 -0.30
C -0.12 -0.68 0.40
N -0.43 0.33 1.40
C -1.24 1.46 0.95
C -0.41 2.47 0.16
N 0.85 -0.16 -0.53
C 0.96 -0.94 -1.74
C 2.13 0.00 0.12
H -2.72 -2.46 -0.66
H -1.32 -3.01 0.44
H 0.30 -1.56 0.97
H -0.90 -0.12 2.18
H -2.08 1.13 0.34
H -1.62 1.94 1.85
H 0.40 2.85 0.77
H -1.04 3.30 -0.12
H 0.01 1.99 -0.72
H -0.01 -0.99 -2.24
H 1.31 -1.97 -1.55
H 1.67 -0.45 -2.41
H 2.58 -0.96 0.42
H 2.81 0.51 -0.57
H 1.99 0.62 1.01
```

The value obtained for the molecular weight is 129.21 Da. As for the SMILES: C=N[C@H](NCC)N(C)C. Its highest occupied orbital energy is -8.50 eV. As for the spin multiplicity: 1.

Atomic partial charges in e from the Mulliken method, atoms 1 to 4: C -0.380; N -0.449; C -0.237; N -0.376

## R
The following is a quantum chemistry calculation of 2 unconnected molecules or ions with the total composition C6H15N3, from the Open Molecules 2025 dataset.

The geometry in XYZ format:
```
24
Properties=species:S:1:pos:R:3
H -3.08 2.26 1.55
N -2.98 1.28 1.29
C -2.65 1.11 0.07
N -2.23 2.07 -0.81
C -2.16 -0.25 -0.28
N -1.64 -0.48 -1.42
H -1.74 -1.44 -1.73
H -2.40 3.04 -0.60
H -2.01 1.75 -1.74
H -2.30 -0.99 0.51
C 2.99 -0.98 0.63
C 1.51 -0.97 0.26
C 1.28 -0.95 -1.20
C 0.80 0.33 1.13
H 3.49 -1.86 0.23
H 3.13 -0.96 1.72
H 3.49 -0.11 0.20
H 0.97 -1.80 0.72
H 1.94 -0.26 -1.73
H 0.18 -0.61 -1.43
H 1.39 -1.93 -1.65
H -0.28 0.27 1.14
H 1.20 1.33 0.97
H 1.10 0.14 2.16
```

The value obtained for the molecular weight is 129.21 Da. As for the SMILES: [H]/N=C(N)/C=N/[H].CC(C)C. Its highest occupied orbital energy is -9.48 eV. As for the spin multiplicity: 1.

Atomic partial charges in e from the Mulliken method, atoms 1 to 4: H 0.207; N -0.630; C 0.329; N -0.403

Q: Which of them is the most stable? A: Q.

## P
The following is a quantum chemistry calculation of a molecular structure, C6H15N3, from the Open Molecules 2025 dataset.

The geometry in XYZ format:
```
24
Properties=species:S:1:pos:R:3
C -1.16 -0.08 1.41
C 2.10 -0.26 -1.17
C 0.05 -0.46 2.20
C -1.92 -1.01 0.69
N 2.68 0.59 -0.15
H -1.50 0.94 1.50
H 2.31 1.54 -0.20
H 2.48 0.24 0.78
H 2.58 -1.25 -1.12
H 2.35 0.15 -2.15
H -0.25 -0.80 3.20
H -2.95 -0.76 0.50
H 0.59 -1.28 1.72
H 0.73 0.39 2.33
H -1.82 -2.05 1.02
H -1.25 -1.28 -0.45
C -0.26 1.21 -1.02
N -1.56 1.17 -1.57
C 0.60 -0.50 -1.14
N -0.07 -1.49 -1.30
H -1.67 0.49 -2.31
H -2.30 1.06 -0.88
H -0.19 1.82 -0.13
H 0.44 1.60 -1.75
```

The value obtained for the molecular weight is 129.21 Da. Its highest occupied orbital energy (alpha / beta) is -7.11 / -7.14 eV. As for the spin multiplicity: 1.

Atomic partial charges in e from the Mulliken method, atoms 1 to 4: C 0.206; C -1.052; C -1.253; C -1.136

## Q
The following is a quantum chemistry calculation of 2 unconnected molecules or ions with the total composition C6H15N3, from the Open Molecules 2025 dataset.

The geometry in XYZ format:
```
24
Properties=species:S:1:pos:R:3
N 0.33 0.52 1.81
C 1.37 0.98 1.00
C 1.16 1.85 -0.01
N -0.11 2.40 -0.27
N 2.15 2.18 -0.95
H 0.60 -0.32 2.30
H -0.52 0.20 1.15
H 2.35 0.56 1.15
H -0.08 3.20 -0.88
H -0.60 2.61 0.59
H 3.06 1.83 -0.70
H 2.19 3.17 -1.18
C -1.39 -2.20 0.99
C -1.30 -1.14 -0.09
C -1.18 -1.69 -1.50
C 0.03 -0.94 -1.07
H -0.55 -2.89 0.92
H -2.32 -2.77 0.90
H -1.38 -1.75 1.98
H -2.06 -0.37 -0.01
H -1.08 -2.76 -1.61
H -1.79 -1.23 -2.27
H 0.21 0.03 -1.50
H 0.92 -1.47 -0.75
```

The value obtained for the molecular weight is 129.21 Da. As for the SMILES: NC=C(N)N.CC1CC1. Its highest occupied orbital energy is -6.58 eV. As for the spin multiplicity: 1.

Atomic partial charges in e from the Mulliken method, atoms 1 to 4: N -0.649; C -0.499; C 0.477; N -0.452

## R
The following is a quantum chemistry calculation of a single C6H15N3 molecule, from the Open Molecules 2025 dataset.

The geometry in XYZ format:
```
24
Properties=species:S:1:pos:R:3
H -3.58 0.36 0.11
N -2.64 0.31 0.52
C -1.71 0.04 -0.30
C -1.89 0.10 -1.79
N -0.26 -0.61 0.31
C -0.45 -0.98 1.70
C 0.82 0.15 -0.13
C 0.87 1.62 0.27
C 2.19 -0.75 0.76
N 1.08 -0.04 -1.51
H -1.20 -0.59 -2.26
H -2.91 -0.14 -2.07
H -1.66 1.10 -2.16
H -1.25 -0.42 2.19
H -0.74 -2.03 1.71
H 0.32 -0.92 2.47
H 1.87 1.88 0.59
H 0.19 1.85 1.09
H 0.58 2.26 -0.56
H 2.21 -0.46 1.81
H 2.11 -1.82 0.61
H 3.07 -0.34 0.28
H 1.06 -1.01 -1.78
H 1.89 0.45 -1.85
```

The value obtained for the molecular weight is 129.21 Da. As for the SMILES: [H]/N=C(\C)N(C)C(C)(C)N. Its highest occupied orbital energy is -8.22 eV. As for the spin multiplicity: 1.

Atomic partial charges in e from the Mulliken method, atoms 1 to 4: H 0.266; N -0.627; C 0.637; C -1.215

Q: Which of them is the most stable? A: Q.

## P
The following is a quantum chemistry calculation of 2 unconnected molecules or ions with the total composition C4H11N3O2, from the Open Molecules 2025 dataset.

The geometry in XYZ format:
```
20
Properties=species:S:1:pos:R:3
C -0.52 -0.68 3.23
C -1.09 -0.95 1.91
O -0.67 -1.58 0.93
O -2.18 -0.19 1.70
H -0.66 0.40 3.66
H 0.55 -0.62 2.86
H -0.64 -1.51 3.86
C -0.40 -0.59 -2.53
C 0.72 0.86 -1.18
N 0.66 1.81 -0.14
N -0.44 0.24 -1.36
N 1.94 0.83 -1.93
H 0.07 1.57 0.71
H 1.59 2.00 0.18
H -2.72 -0.40 0.76
H 2.01 0.12 -2.63
H 2.97 0.96 -1.56
H 0.43 -1.25 -2.39
H -0.24 0.00 -3.39
H -1.37 -1.03 -2.69
```

Its net charge is +1. The value obtained for the molecular weight is 133.15 Da. Its highest occupied orbital energy (alpha / beta) is -13.66 / -13.63 eV. As for the spin multiplicity: 2.

Atomic partial charges in e from the Mulliken method, atoms 1 to 4: C -0.842; C 0.697; O -0.598; O -0.495

## Q
The following is a quantum chemistry calculation of 2 unconnected molecules or ions with the total composition C4H11N3O2, from the Open Molecules 2025 dataset.

The geometry in XYZ format:
```
20
Properties=species:S:1:pos:R:3
C -0.44 -2.17 -0.82
C 0.60 -2.58 0.12
O 0.17 -3.51 1.05
O 1.65 -2.09 0.44
H 0.04 -1.83 -1.74
H -1.29 -1.47 -0.38
H -1.04 -3.13 -0.91
C 1.27 2.05 -1.29
C -0.72 2.03 0.20
N -0.03 2.57 -0.90
N -2.25 2.07 0.21
N 0.04 1.63 1.19
H -0.56 2.79 -1.76
H 1.95 2.58 -0.83
H 1.22 1.75 -2.40
H -2.56 2.63 1.08
H -2.51 2.66 -0.56
H 0.32 -2.97 1.90
H -0.18 1.06 1.97
H 1.50 0.89 -0.99
```

Its net charge is +1. The value obtained for the molecular weight is 133.15 Da. Its highest occupied orbital energy (alpha / beta) is -13.21 / -13.20 eV. As for the spin multiplicity: 2.

Atomic partial charges in e from the Mulliken method, atoms 1 to 4: C -0.769; C 0.662; O -0.480; O -0.528

Q: Which of them is the most stable? A: P.

## P
The following is a quantum chemistry calculation of 2 unconnected molecules or ions with the total composition C4H11N3O2, from the Open Molecules 2025 dataset.

The geometry in XYZ format:
```
20
Properties=species:S:1:pos:R:3
C -3.38 -1.73 0.06
C -1.04 -0.73 0.31
N -0.73 -0.39 -0.97
N -2.37 -1.06 0.86
N 0.11 -0.69 1.31
H -1.48 -0.50 -1.63
H 0.71 0.58 -1.28
H -2.50 -1.04 1.85
H 0.02 0.19 1.91
H 0.89 -0.48 0.77
H -4.47 -1.70 0.48
H -3.17 -2.70 -0.41
H -3.52 -0.97 -0.79
C 3.65 1.78 -0.38
C 2.20 1.49 -0.25
O 1.47 1.28 -1.42
O 1.45 1.48 0.74
H 4.18 2.07 0.52
H 3.72 2.35 -1.34
H 4.25 0.77 -0.34
```

Its net charge is +1. The value obtained for the molecular weight is 133.15 Da. Its highest occupied orbital energy (alpha / beta) is -13.24 / -13.23 eV. As for the spin multiplicity: 2.

Atomic partial charges in e from the Mulliken method, atoms 1 to 4: C -0.794; C 0.526; N -0.359; N 0.048

## Q
The following is a quantum chemistry calculation of 2 unconnected molecules or ions with the total composition C4H11N3O2, from the Open Molecules 2025 dataset.

The geometry in XYZ format:
```
20
Properties=species:S:1:pos:R:3
C 1.12 -0.88 -1.99
C 2.33 -0.28 -1.40
O 3.05 -1.38 -0.91
O 2.64 0.84 -1.15
H 0.80 -1.84 -1.42
H 1.34 -1.20 -3.05
H 0.22 -0.28 -2.06
C -2.46 0.97 0.13
C -0.48 0.30 1.57
N 0.55 -0.48 1.60
N -0.99 0.65 0.30
N -1.17 0.79 2.59
H 1.15 -0.77 0.85
H 3.96 -1.13 -0.82
H -0.78 0.12 -0.53
H -2.14 0.99 2.40
H -0.72 0.67 3.50
H -2.90 0.36 0.92
H -2.90 0.53 -0.77
H -2.64 2.03 0.24
```

Its net charge is +1. The value obtained for the molecular weight is 133.15 Da. Its highest occupied orbital energy (alpha / beta) is -14.23 / -14.23 eV. As for the spin multiplicity: 2.

Atomic partial charges in e from the Mulliken method, atoms 1 to 4: C -1.094; C 0.659; O -0.441; O -0.480

Q: Which of them is the most stable? A: Q.

## P
The following is a quantum chemistry calculation of a single C3H9N3O molecule, from the Open Molecules 2025 dataset.

The geometry in XYZ format:
```
16
Properties=species:S:1:pos:R:3
C 0.99 1.72 0.40
N 0.51 0.44 -0.11
N 1.61 -0.43 -0.41
C -0.56 -0.27 0.97
O -0.28 -0.04 2.13
C -1.51 -0.86 0.22
N -1.36 -1.06 -1.21
H 1.92 2.00 -0.10
H 0.23 2.48 0.26
H 1.17 1.59 1.48
H -0.15 0.48 -0.92
H 1.22 -1.29 -0.79
H 2.05 -0.67 0.47
H -2.34 -1.32 0.73
H -2.19 -0.72 -1.69
H -1.30 -2.05 -1.43
```

The value obtained for the molecular weight is 103.12 Da. As for the SMILES: C[N@@H+](N)/C([O-])=C\N. Its highest occupied orbital energy is -7.55 eV. As for the spin multiplicity: 1.

Atomic partial charges in e from the Mulliken method, atoms 1 to 4: C -0.892; N 0.123; N -0.765; C 0.274

## Q
The following is a quantum chemistry calculation of 2 unconnected molecules or ions with the total composition C3H9N3O, from the Open Molecules 2025 dataset.

The geometry in XYZ format:
```
16
Properties=species:S:1:pos:R:3
C 1.29 -0.31 -1.42
N 0.98 1.10 0.99
N -0.02 -0.79 0.25
C -0.25 0.50 0.80
N -1.08 -1.62 -0.14
C -1.47 1.07 0.89
O 2.03 0.50 0.36
H 0.97 2.11 0.92
H 0.76 -1.28 0.68
H -1.68 -1.80 0.66
H -1.64 -1.10 -0.82
H 2.31 -0.68 -1.45
H 0.60 -1.00 -1.89
H 1.15 0.70 -1.77
H -1.56 2.12 1.13
H -2.38 0.49 0.81
```

The value obtained for the molecular weight is 103.12 Da. Its highest occupied orbital energy is -7.09 eV. As for the spin multiplicity: 1.

Atomic partial charges in e from the Mulliken method, atoms 1 to 4: C -0.495; N -0.096; N 0.028; C 0.677

Q: Which of them is the most stable? A: P.